No. 1
Below is C38H45CuN4 as an isolated structure, with properties calculated with the ωB97M-V functional and the def2-TZVPD basis.

E_HOMO = -6.78 eV

```
! RIJCOSX wB97M-V def2-TZVPD def2/J DEFGRID3
* xyz 0 1
Cu 0.57 0.05 -0.77
C -1.74 -2.97 -4.43
C -2.13 -2.92 -2.95
C -3.49 -3.58 -2.73
C -1.04 -3.58 -2.13
C -0.79 -4.92 -2.39
C 0.21 -5.61 -1.73
C 1.01 -4.93 -0.83
C 0.82 -3.58 -0.57
C 1.73 -2.89 0.40
C 1.50 -3.41 1.82
C 3.19 -3.08 -0.02
C -0.24 -2.90 -1.19
N -0.54 -1.57 -0.84
C -1.78 -1.37 -0.50
C -2.52 -0.18 -0.31
C -3.91 -0.37 -0.11
C -4.79 0.66 0.00
C -4.31 1.97 -0.05
C -2.98 2.21 -0.23
C -2.02 1.16 -0.39
N -0.73 1.46 -0.57
C -0.38 2.80 -0.83
C 0.22 3.62 0.14
C 0.67 4.88 -0.23
C 0.53 5.36 -1.52
C -0.13 4.58 -2.45
C -0.60 3.32 -2.13
C -1.42 2.56 -3.15
C -0.63 2.28 -4.43
C -2.70 3.34 -3.46
C 0.44 3.25 1.59
C -0.59 2.32 2.22
C 1.84 2.66 1.73
H -2.51 -2.51 -5.05
H -1.59 -3.99 -4.76
H -0.81 -2.42 -4.58
H -2.23 -1.86 -2.67
H -3.52 -4.58 -3.16
H -4.28 -2.99 -3.19
H -3.72 -3.67 -1.67
H -1.40 -5.44 -3.11
H 0.35 -6.67 -1.91
H 1.79 -5.47 -0.32
H 1.50 -1.82 0.39
H 1.69 -4.48 1.86
H 0.48 -3.23 2.13
H 2.18 -2.91 2.51
H 3.45 -4.13 -0.10
H 3.87 -2.62 0.70
H 3.36 -2.62 -0.99
H -2.39 -2.27 -0.36
H -4.28 -1.39 -0.08
H -5.85 0.47 0.12
H -4.99 2.80 0.07
H -2.61 3.22 -0.26
H 1.14 5.50 0.51
H 0.89 6.34 -1.78
H -0.29 4.97 -3.45
H -1.71 1.59 -2.73
H -0.31 3.20 -4.91
H -1.24 1.71 -5.13
H 0.26 1.69 -4.19
H -2.48 4.30 -3.91
H -3.26 3.51 -2.54
H -3.33 2.78 -4.14
H 0.40 4.20 2.15
H -0.45 1.29 1.89
H -1.61 2.62 1.98
H -0.48 2.35 3.31
H 1.92 1.82 1.05
H 2.03 2.32 2.75
H 2.60 3.39 1.47
N 4.40 0.46 -2.08
C 3.05 0.45 -2.15
N 2.49 0.25 -0.98
C 3.53 0.12 -0.08
C 3.52 -0.13 1.29
C 4.74 -0.27 1.92
C 5.94 -0.17 1.22
C 5.97 0.09 -0.14
C 4.75 0.24 -0.78
H 5.03 0.61 -2.86
H 2.51 0.58 -3.06
H 2.59 -0.23 1.83
H 4.76 -0.47 2.98
H 6.87 -0.32 1.75
H 6.91 0.16 -0.68
*
```

---

No. 2
Below is C38H45N3NbO3S as an isolated structure, with properties calculated with the ωB97M-V functional and the def2-TZVPD basis.

E_HOMO (alpha / beta) = -16.83 / -16.83 eV

```
! RIJCOSX wB97M-V def2-TZVPD def2/J DEFGRID3
* xyz 3 1
Nb 0.11 0.73 0.15
C -1.78 0.83 -3.45
C -1.59 -0.40 -2.54
C -1.47 -1.60 -3.47
C -2.65 -0.58 -1.47
C -3.66 -1.56 -1.62
C -4.65 -1.68 -0.66
C -4.69 -0.84 0.45
C -3.70 0.13 0.68
C -3.82 1.08 1.87
C -3.98 0.31 3.17
C -4.99 2.07 1.74
C -2.71 0.26 -0.34
N -1.82 1.37 -0.28
C -2.29 2.66 -0.47
O -3.46 2.98 -0.86
C -1.16 3.61 -0.26
C -1.27 5.00 -0.36
C -0.13 5.76 -0.13
C 1.08 5.14 0.14
C 1.13 3.75 0.20
N 0.01 3.01 0.05
C 2.34 2.94 0.43
O 3.52 3.39 0.55
N 1.99 1.60 0.48
C 2.97 0.59 0.32
C 3.54 -0.02 1.47
C 4.72 -0.78 1.27
C 5.27 -0.94 0.01
C 4.65 -0.39 -1.12
C 3.48 0.37 -0.98
C 2.86 1.03 -2.20
C 2.56 0.04 -3.34
C 3.75 2.14 -2.76
C 3.00 0.24 2.89
C 1.58 -0.31 3.09
C 3.08 1.71 3.37
H -0.98 0.82 -4.19
H -1.74 1.79 -2.93
H -2.76 0.73 -3.96
H -0.64 -0.22 -2.04
H -2.30 -1.60 -4.18
H -1.52 -2.57 -2.95
H -0.53 -1.57 -4.03
H -3.66 -2.24 -2.46
H -5.42 -2.44 -0.78
H -5.53 -0.94 1.13
H -2.88 1.66 1.94
H -5.01 -0.09 3.26
H -3.82 0.97 4.02
H -3.28 -0.53 3.26
H -5.98 1.55 1.80
H -4.93 2.61 0.79
H -4.95 2.81 2.54
H -2.23 5.44 -0.59
H -0.19 6.84 -0.16
H 1.98 5.69 0.33
H 5.18 -1.29 2.12
H 6.19 -1.49 -0.11
H 5.11 -0.53 -2.08
H 1.89 1.47 -1.88
H 3.48 -0.41 -3.72
H 2.06 0.56 -4.15
H 1.93 -0.81 -3.02
H 4.64 1.71 -3.23
H 4.12 2.83 -1.98
H 3.21 2.72 -3.52
H 3.66 -0.33 3.56
H 0.86 0.18 2.41
H 1.24 -0.14 4.13
H 1.52 -1.38 2.88
H 2.19 2.29 3.12
H 3.97 2.20 2.97
H 3.18 1.71 4.47
C 2.09 -3.10 -0.46
S 0.37 -2.64 -0.75
O 0.32 -1.10 0.15
C -0.37 -3.79 0.35
C -0.56 -5.04 -0.25
C -1.00 -6.10 0.52
C -1.28 -5.90 1.87
C -1.11 -4.65 2.44
C -0.65 -3.58 1.69
H 2.31 -3.04 0.61
H 2.74 -2.44 -1.03
H 2.23 -4.14 -0.83
H -0.33 -5.17 -1.29
H -1.15 -7.07 0.06
H -1.63 -6.72 2.49
H -1.34 -4.51 3.49
H -0.54 -2.60 2.15
*
```

---

No. 3
Below is C38H45N5O2P2Sn as an isolated structure, with properties calculated with the ωB97M-V functional and the def2-TZVPD basis.

E_HOMO = -12.40 eV
Energy above the lowest of the compared OMol25 structures with the same formula, charge and spin = 0.0 kJ/mol

```
! RIJCOSX wB97M-V def2-TZVPD def2/J DEFGRID3
* xyz 2 1
Sn 0.58 -0.79 0.22
C -1.67 2.64 0.10
P -1.35 2.21 1.79
C -2.32 3.17 2.91
C -2.05 4.54 2.97
C -2.79 5.34 3.83
C -3.77 4.77 4.63
C -4.03 3.41 4.58
C -3.31 2.60 3.71
C 0.36 2.42 2.22
C 1.28 2.93 1.30
C 2.54 3.32 1.75
C 2.88 3.18 3.09
C 1.97 2.65 4.00
C 0.70 2.28 3.58
C -0.80 2.14 -1.03
C -0.67 2.87 -2.19
C 0.17 2.11 -3.05
C 0.51 0.98 -2.36
C 1.36 -0.16 -2.87
P 2.78 -0.45 -1.72
C 4.24 0.26 -2.52
C 4.89 -0.38 -3.58
C 5.96 0.23 -4.21
C 6.40 1.48 -3.78
C 5.76 2.13 -2.73
C 4.69 1.51 -2.10
C 3.04 -2.26 -1.70
C 2.20 -3.20 -2.30
C 2.40 -4.56 -2.11
C 3.45 -5.01 -1.32
C 4.32 -4.09 -0.75
C 4.11 -2.73 -0.93
N -0.06 0.97 -1.10
H -2.73 2.40 -0.03
H -1.63 3.74 0.10
H -1.27 4.99 2.36
H -2.59 6.40 3.88
H -4.34 5.40 5.31
H -4.79 2.97 5.21
H -3.51 1.53 3.67
H 1.03 3.05 0.26
H 3.25 3.74 1.05
H 3.85 3.50 3.44
H 2.23 2.56 5.05
H -0.02 1.92 4.29
H -1.13 3.82 -2.40
H 0.47 2.37 -4.05
H 0.77 -1.06 -2.99
H 1.75 0.09 -3.85
H 4.55 -1.35 -3.92
H 6.46 -0.27 -5.03
H 7.24 1.96 -4.27
H 6.10 3.10 -2.41
H 4.19 2.01 -1.28
H 1.41 -2.87 -2.97
H 1.75 -5.28 -2.60
H 3.61 -6.07 -1.18
H 5.16 -4.43 -0.16
H 4.81 -2.02 -0.50
N 2.65 -0.41 1.86
C 2.62 -1.30 3.03
C 1.26 -1.23 3.74
C 0.59 -2.59 4.01
C -0.76 -2.70 3.31
N -0.57 -2.58 1.84
H 3.49 -0.56 1.32
H 2.68 0.56 2.15
H 3.43 -1.07 3.73
H 2.80 -2.31 2.66
H 0.59 -0.64 3.10
H 1.36 -0.67 4.67
H 0.44 -2.75 5.07
H 1.23 -3.40 3.66
H -1.40 -1.87 3.62
H -1.25 -3.63 3.59
H -1.45 -2.69 1.36
H 0.02 -3.34 1.52
C -3.82 -1.58 -1.81
C -2.73 -1.41 -0.80
N -1.60 -2.02 -0.84
O -1.48 -2.82 -1.94
C -2.86 -0.45 0.35
C -4.21 0.08 0.71
N -1.76 -0.17 0.94
O -1.90 0.71 2.05
H -3.59 -0.97 -2.70
H -4.79 -1.27 -1.43
H -3.87 -2.61 -2.13
H -0.66 -3.30 -1.79
H -4.87 -0.75 0.93
H -4.64 0.61 -0.15
H -4.18 0.75 1.56
*
```

---

No. 4
Below is C38H46EuF4GeN7O9S as an isolated structure, with properties calculated with the ωB97M-V functional and the def2-TZVPD basis.

E_HOMO (alpha / beta) = -2.34 / -3.96 eV
Energy above the lowest of the compared OMol25 structures with the same formula, charge and spin = 0.0 kJ/mol

```
! RIJCOSX wB97M-V def2-TZVPD def2/J DEFGRID3
* xyz -1 8
Eu 1.48 0.63 -0.93
C 0.79 4.75 -1.00
N 0.09 3.81 -0.08
C -1.33 4.22 0.03
C 0.65 3.66 1.33
C 2.13 3.33 1.45
N 2.53 2.08 0.84
C 3.62 1.53 1.33
C 3.95 0.13 1.19
F 3.42 -0.65 0.16
C 4.75 -0.50 2.08
F 4.75 -1.84 2.14
C 5.57 0.22 2.96
C 5.55 1.62 2.91
F 6.24 2.31 3.82
C 4.68 2.20 2.05
F 4.72 3.55 1.96
H 0.73 5.76 -0.64
H 0.19 4.79 -1.90
H 1.76 4.35 -1.21
H -1.49 5.10 0.67
H -1.91 3.41 0.48
H -1.74 4.44 -0.92
H 0.10 2.75 1.71
H 0.41 4.57 1.88
H 2.30 3.29 2.51
H 2.65 4.18 1.01
H 6.17 -0.22 3.72
O 0.13 2.53 -0.78
S -5.40 1.19 1.57
C -5.89 -0.36 2.26
C -5.06 -1.52 2.30
C -5.47 -2.57 3.09
C -6.74 -2.58 3.73
C -7.57 -1.44 3.66
C -7.09 -0.32 3.01
C -4.69 1.87 3.06
C -3.37 1.72 3.37
C -2.89 2.47 4.46
C -3.72 3.34 5.16
C -5.11 3.28 4.91
C -5.58 2.57 3.82
H -4.17 -1.55 1.62
H -4.74 -3.40 3.12
H -7.05 -3.48 4.27
H -8.57 -1.46 4.02
H -7.56 0.66 3.07
H -2.76 0.97 2.83
H -1.88 2.23 4.83
H -3.36 4.03 5.92
H -5.83 3.94 5.48
H -6.60 2.54 3.53
C -3.49 -0.18 -3.27
Ge -1.94 -1.34 -2.73
C -2.47 -2.31 -1.05
C -1.32 -2.35 -4.29
C -0.69 0.20 -2.50
H -4.40 -0.81 -3.45
H -3.21 0.43 -4.16
H -3.66 0.45 -2.38
H -3.34 -1.81 -0.53
H -1.61 -2.24 -0.42
H -2.66 -3.40 -1.25
H -2.18 -2.71 -4.93
H -0.89 -3.29 -3.89
H -0.56 -1.85 -4.89
H -1.18 0.99 -1.88
H -0.53 0.55 -3.55
C 4.04 2.12 -4.46
N 3.78 0.73 -4.81
C 4.33 0.30 -6.07
C 3.96 -1.12 -6.45
C 4.18 -2.03 -5.24
N 3.50 -1.49 -4.04
C 2.90 -2.34 -3.01
C 3.39 -0.13 -3.88
O 2.89 0.34 -2.76
H 5.14 2.35 -4.56
H 3.74 2.18 -3.38
H 3.44 2.85 -5.06
H 5.45 0.45 -6.06
H 4.05 0.97 -6.82
H 4.55 -1.42 -7.31
H 2.90 -1.22 -6.78
H 5.30 -2.16 -5.07
H 3.84 -3.06 -5.44
H 3.06 -3.35 -3.29
H 1.83 -2.10 -2.87
H 3.33 -2.12 -2.07
O 2.03 -5.46 4.13
N 1.35 -4.44 4.25
O 0.97 -3.83 5.27
C 0.92 -3.90 3.01
C 0.31 -2.65 3.01
C 0.21 -2.00 1.77
C 0.70 -2.46 0.52
O 1.06 -1.71 -0.42
C 0.93 -3.90 0.58
C 1.20 -4.55 1.79
N 0.98 -4.65 -0.62
O 1.73 -5.69 -0.58
O 0.33 -4.30 -1.61
N -0.30 -0.66 1.89
O 0.09 0.29 1.20
O -1.25 -0.51 2.68
H -0.11 -2.24 3.96
H 1.65 -5.54 1.87
*
```

---

No. 5
Below is a 7-piece molecular cluster, C38H47BrFNO19S overall, with properties calculated with the ωB97M-V functional and the def2-TZVPD basis.

E_HOMO = -7.70 eV
Structure (SMILES) = C[C@H](F)c1ccc2c(c1Br)Sc1c(O)cccc1N2.C[C@@H]1COC(=O)O1.C[C@@H]1COC(=O)O1.C[C@@H]1COC(=O)O1.C[C@@H]1COC(=O)O1.C[C@@H]1COC(=O)O1.C[C@@H]1COC(=O)O1

```
! RIJCOSX wB97M-V def2-TZVPD def2/J DEFGRID3
* xyz 0 1
C -2.92 -0.31 2.32
C -2.81 0.54 3.72
F -4.11 0.81 4.38
C -2.07 1.99 3.34
C -0.64 2.41 4.10
C 0.16 3.82 3.74
C -0.47 4.82 2.58
C -1.93 4.39 1.88
C -2.75 3.01 2.22
Br -4.47 2.70 1.26
S -2.55 5.64 0.57
C -0.92 6.09 -0.34
C -0.86 6.28 -1.96
O -2.11 6.14 -2.73
C 0.62 6.62 -2.64
C 1.94 6.74 -1.64
C 1.88 6.59 0.01
C 0.39 6.25 0.69
N 0.24 6.10 2.18
H -2.49 0.28 1.37
H -4.09 -0.45 2.10
H -2.36 -1.34 2.32
H -2.06 -0.07 4.41
H -0.12 1.73 4.92
H 1.16 4.16 4.24
H -2.36 5.18 -2.88
H 0.71 6.76 -3.82
H 3.01 6.96 -2.12
H 2.82 6.70 0.72
H 1.13 6.25 2.71
C -2.91 -4.40 -1.97
C -1.83 -3.74 -1.14
C -2.22 -3.54 0.30
O -1.42 -2.43 0.67
C -1.21 -1.71 -0.47
O -0.73 -0.59 -0.50
O -1.60 -2.42 -1.57
H -3.05 -5.45 -1.68
H -3.87 -3.89 -1.85
H -2.66 -4.36 -3.03
H -0.89 -4.30 -1.23
H -1.98 -4.41 0.92
H -3.27 -3.28 0.44
C 2.24 -1.36 -1.78
C 3.12 -2.52 -2.18
C 3.25 -2.70 -3.67
O 3.52 -4.09 -3.78
C 2.94 -4.69 -2.69
O 2.80 -5.89 -2.56
O 2.54 -3.75 -1.78
H 2.71 -0.40 -2.03
H 1.27 -1.40 -2.29
H 2.03 -1.38 -0.71
H 4.10 -2.44 -1.70
H 4.06 -2.11 -4.09
H 2.32 -2.48 -4.21
C -5.57 -0.32 7.18
C -6.89 -1.00 6.89
C -7.95 -0.06 6.40
O -9.14 -0.72 6.81
C -8.82 -1.46 7.91
O -9.63 -2.00 8.64
O -7.46 -1.51 8.09
H -5.08 0.02 6.26
H -5.70 0.55 7.84
H -4.89 -1.00 7.71
H -6.74 -1.84 6.21
H -7.93 0.06 5.32
H -7.92 0.92 6.88
C 4.60 -0.11 5.17
C 4.03 0.96 6.08
C 2.56 0.84 6.31
O 2.18 2.18 6.59
C 3.09 2.98 5.95
O 2.97 4.18 5.82
O 4.14 2.24 5.48
H 4.58 -1.09 5.65
H 4.03 -0.17 4.23
H 5.63 0.13 4.89
H 4.59 0.98 7.03
H 2.31 0.18 7.15
H 2.00 0.51 5.42
C 8.93 -1.48 -6.51
C 7.49 -1.70 -6.09
C 6.50 -0.92 -6.89
O 5.42 -0.77 -5.98
C 5.96 -0.81 -4.73
O 5.36 -0.53 -3.71
O 7.27 -1.22 -4.77
H 9.12 -1.92 -7.49
H 9.17 -0.41 -6.55
H 9.61 -1.93 -5.78
H 7.26 -2.77 -6.09
H 6.18 -1.44 -7.79
H 6.85 0.08 -7.16
C -0.61 -1.73 -6.17
C -1.93 -2.41 -6.46
C -3.00 -1.48 -6.95
O -4.19 -2.13 -6.54
C -3.86 -2.87 -5.44
O -4.67 -3.41 -4.71
O -2.51 -2.92 -5.26
H -0.13 -1.40 -7.09
H -0.75 -0.87 -5.51
H 0.06 -2.42 -5.64
H -1.78 -3.25 -7.14
H -2.98 -1.35 -8.03
H -2.97 -0.49 -6.47
*
```

---

Result set for strongest force on any atom: 0.88, 5.74, 0.68, 4.24, 5.33 eV/A, one per record in the order listed.
Result set for electronic energy: -90738.7169, -63107.5738, -76075.8532, -166549.6606, -164139.8606 eV, one per record in the order listed.